[1]
{
  "formula": "C18H30FeNO4P2",
  "method": "the ωB97M-V functional and the def2-TZVPD basis",
  "species": ["C", "C", "N", "C", "C", "C", "C", "P", "Fe", "P", "C", "C", "C", "C", "C", "C", "C", "O", "O", "H", "H", "H", "C", "C", "H", "H", "H", "H", "C", "C", "H", "H", "H", "H", "H", "H", "H", "H", "H", "H", "H", "H", "H", "H", "H", "H", "H", "H", "H", "H", "H", "H", "O", "C", "O", "H"],
  "xyz": [[0.5083, -4.1813, 0.4910], [0.4658, -2.8766, 0.0207], [0.0131, -1.8594, 0.7923], [-0.5521, -2.1273, 2.0015], [-0.5996, -3.4033, 2.4783], [-0.0890, -4.4673, 1.7709], [0.9291, -2.5434, -1.3329], [1.2588, -0.7927, -1.5652], [0.0294, -0.0583, 0.1202], [-1.3980, 0.4896, 1.7116], [-1.0995, -0.9713, 2.8100], [0.1336, 1.7409, -0.5713], [1.2800, 2.4892, -0.2729], [1.3631, 3.8285, -0.6539], [0.2987, 4.4359, -1.3447], [-0.8461, 3.6841, -1.6576], [-0.9212, 2.3369, -1.2814], [-1.1730, -3.0641, -2.7716], [-2.5077, -1.5615, -1.2336], [0.9068, -4.9770, -0.1345], [-1.0640, -3.5565, 3.4601], [-0.1203, -5.4880, 2.1205], [3.0072, -0.4744, -1.2951], [0.9034, -0.3787, -3.2562], [-2.0611, -1.2345, 3.2825], [-0.3998, -0.6436, 3.5810], [-0.0010, -2.8599, -1.9660], [1.7177, -3.1165, -1.6920], [-1.1400, 1.9501, 2.6924], [-3.2010, 0.3802, 1.3032], [2.1075, 2.0235, 0.2650], [2.2624, 4.4106, -0.4087], [0.3627, 5.4890, -1.6384], [-1.6827, 4.1456, -2.1997], [-1.8114, 1.7533, -1.5459], [-1.6755, -1.0306, -1.2042], [-3.2204, -1.3051, -1.8920], [-1.8651, -2.6174, -2.1571], [-1.3102, -4.0119, -2.9147], [-1.3887, -0.1029, -0.3816], [3.6033, -1.2236, -1.8378], [3.2944, 0.5256, -1.6446], [3.2661, -0.5009, -0.2123], [1.7390, -0.7079, -3.9021], [-0.0279, -0.8854, -3.5629], [0.7819, 0.7210, -3.3590], [-3.7380, 0.2362, 2.2212], [-3.4474, 1.3162, 0.8260], [-3.3329, -0.4346, 0.6112], [-2.0163, 2.1481, 3.3245], [-0.2292, 1.8053, 3.3265], [-0.9687, 2.7936, 2.0164], [1.4222, 0.9442, 3.8124], [2.3455, 0.7636, 3.0059], [2.2764, 0.2787, 1.8529], [3.3273, 1.0789, 3.3187]],
  "atomic_forces_ev_per_a": [[-0.51, 1.26, -0.35], [1.33, -2.90, 0.91], [0.29, 1.34, -1.23], [-1.06, -0.40, 1.98], [-0.69, 0.41, 1.11], [0.71, -0.94, -0.81], [-1.56, 0.79, -0.31], [0.55, -0.95, -0.20], [2.50, 0.65, 1.66], [-1.30, -0.82, 1.64], [-0.23, 0.00, -0.36], [0.24, 1.10, -0.29], [0.04, 0.29, -0.11], [-0.23, 0.37, -0.24], [0.03, -0.32, 0.15], [0.21, 0.02, 0.04], [0.13, 0.32, -0.08], [-1.77, -0.32, -1.02], [-2.51, -1.47, -1.29], [-0.04, 0.21, 0.07], [0.17, 0.00, -0.38], [-0.06, 0.06, 0.17], [0.87, 0.26, 0.54], [-0.17, 0.55, -1.00], [0.35, 0.03, -0.07], [0.14, 0.15, -0.05], [1.81, 0.99, 0.51], [1.61, -1.24, -0.44], [0.23, 0.70, 0.56], [1.51, 0.41, -0.05], [-0.24, 0.10, -0.01], [-0.45, -0.28, -0.14], [-0.03, -0.43, 0.12], [0.42, -0.19, 0.26], [0.33, 0.22, 0.15], [-0.71, 0.74, -0.28], [1.68, 0.22, 1.08], [0.64, -1.15, -0.57], [-0.39, 0.41, 0.26], [-1.25, 0.40, -0.79], [-0.19, 0.18, 0.12], [-0.21, -0.18, -0.06], [-0.38, -0.14, -0.57], [-0.44, 0.10, 0.21], [0.42, 0.22, 0.07], [0.09, -0.64, 0.05], [-0.39, 0.03, 0.40], [-0.40, 0.30, -0.15], [-0.16, -0.30, -0.06], [0.15, -0.02, -0.16], [-0.55, -0.06, -0.56], [-0.10, 0.02, 0.12], [-0.20, -0.05, 0.24], [-0.81, -0.02, 0.07], [-0.50, -0.23, -1.19], [1.08, 0.22, 0.33]],
  "max_force_ev_per_a": 3.31,
  "spin_multiplicity": 6,
  "s_squared": 8.83,
  "e_homo_ev": [-4.2, -8.1]
}



[2]
{
  "formula": "C18H30GaNO2P2",
  "method": "the ωB97M-V functional and the def2-TZVPD basis",
  "species": ["Ga", "P", "C", "C", "N", "C", "C", "C", "C", "C", "P", "H", "H", "H", "H", "H", "H", "H", "H", "O", "H", "H", "O", "H", "C", "H", "H", "H", "C", "H", "H", "H", "C", "H", "H", "H", "C", "H", "H", "H", "C", "C", "C", "C", "C", "C", "C", "H", "H", "H", "H", "H", "H", "H"],
  "xyz": [[-0.0626, -0.0438, 0.0031], [-0.3887, -1.8557, -1.5900], [-2.1314, -1.5917, -1.7415], [-2.8391, -0.9945, -0.6526], [-2.1385, -0.2041, 0.2434], [-2.7825, 0.4902, 1.1998], [-4.1480, 0.3332, 1.4087], [-4.8806, -0.4894, 0.5566], [-4.2332, -1.1336, -0.4812], [-1.9985, 1.4674, 2.0685], [-0.4624, 2.0444, 1.2410], [-4.7588, -1.7817, -1.1796], [-4.6103, 0.8925, 2.2187], [-5.9490, -0.6130, 0.7044], [-2.6143, 2.3534, 2.2908], [-1.7333, 1.0005, 3.0336], [-2.5761, -0.2745, -3.1526], [-2.7111, -2.2251, -2.4222], [-1.2852, 1.4369, -3.0947], [-2.3696, 0.5483, -3.6786], [-3.0185, 0.6368, -4.3904], [0.2987, 0.8930, -1.2313], [-0.4288, 1.7990, -2.6762], [-0.3426, 2.7604, -2.7781], [-1.0309, 3.4584, 0.2526], [-1.5282, 4.1891, 0.9075], [-0.1607, 3.9267, -0.2287], [-1.7261, 3.1260, -0.5310], [0.6293, 2.6793, 2.5360], [1.4989, 3.1519, 2.0587], [0.1055, 3.4208, 3.1563], [0.9890, 1.8553, 3.1670], [0.0432, -3.4995, -0.9327], [-0.2476, -4.2786, -1.6550], [1.1296, -3.5483, -0.7621], [-0.4709, -3.6822, 0.0213], [0.3894, -1.6910, -3.2187], [1.4675, -1.8899, -3.1240], [-0.0573, -2.4209, -3.9110], [0.2427, -0.6712, -3.6012], [0.6164, -1.0746, 1.5489], [2.1065, -1.2167, 1.6457], [2.9173, -1.1779, 0.4959], [4.2985, -1.3574, 0.6101], [4.8907, -1.5433, 1.8651], [4.0847, -1.5734, 3.0110], [2.7040, -1.4215, 2.9023], [0.1197, -2.0525, 1.4423], [0.1979, -0.5990, 2.4470], [2.4616, -1.0107, -0.4888], [4.9151, -1.3417, -0.2872], [5.9705, -1.6734, 1.9526], [4.5302, -1.7162, 3.9948], [2.0605, -1.4611, 3.7845]],
  "atomic_forces_ev_per_a": [[0.31, -0.34, 0.77], [1.20, 0.42, -0.42], [-0.83, -1.18, 0.96], [-0.02, 0.52, 0.48], [-0.30, 0.45, -0.27], [0.66, -0.29, -0.25], [-0.42, 0.00, -0.17], [0.03, 0.13, 0.32], [0.28, -0.32, -0.49], [0.05, -0.28, 0.04], [-0.42, 0.56, 0.00], [-0.06, 0.21, 0.19], [-0.06, -0.18, -0.20], [0.14, 0.00, -0.05], [0.09, -0.35, -0.02], [-0.10, 0.09, -0.33], [0.09, 1.35, -1.04], [0.07, 0.30, 0.04], [1.25, 0.98, 0.38], [-0.85, -1.41, 0.39], [0.11, -0.04, 0.11], [-0.01, 0.23, -0.36], [-0.50, 0.03, -0.17], [-0.23, -0.48, -0.22], [0.14, 0.07, -0.09], [0.18, -0.16, -0.19], [-0.27, -0.07, 0.13], [0.21, 0.03, 0.25], [0.26, -0.11, 0.03], [-0.23, -0.10, 0.15], [0.09, -0.19, -0.20], [-0.10, 0.20, -0.16], [-0.38, -0.27, 0.07], [0.09, 0.24, 0.21], [-0.31, 0.18, -0.10], [0.14, 0.04, -0.31], [-0.14, -0.05, -0.12], [-0.35, 0.03, 0.00], [0.21, 0.20, 0.14], [0.03, -0.28, 0.14], [-0.47, -0.12, 0.11], [0.44, -0.01, -0.07], [0.00, -0.14, 0.62], [0.06, 0.03, 0.11], [-0.38, -0.02, -0.08], [-0.01, 0.04, -0.18], [-0.01, 0.15, -0.43], [0.16, 0.19, 0.31], [0.14, -0.30, 0.01], [0.23, -0.04, 0.26], [-0.08, 0.01, 0.22], [-0.35, 0.06, -0.06], [-0.06, 0.00, -0.27], [0.28, 0.00, -0.19]],
  "max_force_ev_per_a": 1.73,
  "charge": 2,
  "e_homo_ev": [-13.7, -13.7]
}



[3]
{
  "formula": "C18H30N5O5",
  "method": "the ωB97M-V functional and the def2-TZVPD basis",
  "species": ["N", "O", "O", "O", "C", "C", "O", "N", "H", "H", "C", "H", "H", "H", "H", "H", "H", "C", "C", "O", "N", "H", "H", "C", "H", "H", "H", "H", "H", "H", "C", "N", "C", "C", "C", "C", "C", "C", "C", "C", "N", "C", "C", "C", "H", "H", "H", "H", "H", "H", "H", "H", "H", "H", "H", "H", "H", "H"],
  "xyz": [[-0.1430, 0.5231, 1.2635], [-0.8224, 0.5718, 0.2195], [-0.4241, 1.2377, 2.2328], [0.8408, -0.2637, 1.3004], [5.1140, 3.9314, -1.7629], [3.8318, 3.5248, -1.1223], [3.4402, 3.7421, -0.0379], [2.8954, 2.6319, -2.0234], [2.1111, 3.2065, -2.3440], [3.4415, 2.3483, -2.8387], [2.4155, 1.4377, -1.2717], [5.4634, 4.8498, -1.3006], [5.0336, 4.0714, -2.8406], [5.8300, 3.1282, -1.5543], [2.2802, 1.7057, -0.2295], [3.0953, 0.6033, -1.4059], [1.4289, 1.1183, -1.6083], [2.3953, 2.1566, 3.3263], [2.1581, 1.4621, 4.6097], [2.9389, 1.2180, 5.4596], [0.7692, 0.8607, 4.7714], [0.1006, 1.4683, 4.2781], [0.6323, -0.0256, 4.2768], [0.3228, 0.7645, 6.2011], [3.3702, 2.6380, 3.3248], [1.6832, 2.9633, 3.1321], [2.3247, 1.4316, 2.5131], [0.9803, 0.0803, 6.7245], [-0.6933, 0.3788, 6.2061], [0.3322, 1.7556, 6.6407], [-6.9807, -0.5426, -2.2787], [-5.5552, -0.9496, -2.1415], [-5.1262, -2.1069, -2.6559], [-3.8189, -2.5061, -2.5119], [-2.9121, -1.6800, -1.8510], [-3.3863, -0.4906, -1.2970], [-4.7132, -0.1726, -1.4395], [-1.4984, -2.0831, -1.6219], [-0.6409, -2.4269, -2.6743], [0.6287, -2.8553, -2.3913], [1.0382, -3.0096, -1.1202], [0.2150, -2.7445, -0.1003], [-1.0787, -2.3470, -0.3301], [2.4110, -3.5299, -0.8797], [-7.4068, -0.4272, -1.2892], [-7.4958, -1.3247, -2.8282], [-7.0027, 0.3532, -2.8932], [-5.8511, -2.7428, -3.1450], [-3.4909, -3.4518, -2.9232], [-2.7261, 0.1830, -0.7620], [-5.1443, 0.7174, -1.0004], [-0.9751, -2.3252, -3.6979], [1.3202, -3.0246, -3.2051], [0.5424, -3.0273, 0.8882], [-1.7243, -2.1388, 0.5107], [3.1179, -2.7257, -1.0844], [2.5968, -4.3358, -1.5803], [2.5105, -3.8056, 0.1628]],
  "atomic_forces_ev_per_a": [[0.02, -0.19, -0.50], [-0.02, 0.10, -0.04], [0.01, -0.11, 0.12], [0.08, 0.14, 0.32], [-0.22, -0.16, -0.13], [0.30, 0.54, 0.14], [-0.21, -0.13, 0.03], [0.49, -0.22, -0.03], [0.08, 0.05, 0.05], [-0.24, 0.07, -0.13], [-0.91, -0.45, 0.15], [0.04, -0.02, 0.10], [-0.02, -0.05, 0.00], [0.08, 0.09, -0.09], [0.28, 0.02, 0.06], [0.28, 0.19, 0.13], [0.07, 0.21, -0.26], [-0.02, 0.81, -0.42], [0.83, -0.77, -0.13], [-0.15, 0.17, 0.22], [-1.36, 0.89, 0.17], [0.20, -0.13, -0.20], [0.53, -0.02, -0.04], [-0.01, -0.41, -0.05], [0.15, -0.32, 0.22], [-0.26, -0.28, 0.07], [-0.11, -0.04, 0.02], [0.07, 0.13, 0.11], [0.00, -0.02, -0.03], [0.16, 0.01, 0.04], [0.34, -0.31, -0.49], [-0.07, -0.18, 0.34], [-0.08, -0.36, -0.06], [0.66, 0.08, -0.14], [-0.23, 0.25, 0.21], [0.16, -0.04, -0.01], [-0.19, 0.37, -0.08], [-0.24, -1.13, -0.25], [-0.45, 0.50, 0.21], [-0.22, 0.36, -0.41], [0.36, -0.18, -0.09], [-0.17, -0.93, 0.14], [-0.03, 1.01, 0.10], [-0.04, 0.71, -0.18], [-0.09, 0.20, -0.01], [-0.08, -0.04, 0.13], [-0.14, 0.20, 0.27], [-0.06, 0.16, -0.08], [-0.17, -0.03, -0.01], [-0.03, -0.06, 0.09], [0.02, 0.03, -0.08], [0.18, 0.00, -0.05], [0.22, -0.32, 0.26], [0.24, 0.29, 0.01], [0.01, -0.12, 0.04], [-0.03, -0.02, 0.01], [0.00, -0.25, 0.23], [-0.04, -0.30, -0.04]],
  "max_force_ev_per_a": 1.63,
  "charge": 3,
  "e_homo_ev": -16.6
}



[4]
{
  "formula": "C18H30NO11S",
  "method": "the ωB97M-V functional and the def2-TZVPD basis",
  "species": ["N", "C", "C", "S", "O", "O", "O", "H", "H", "H", "H", "H", "H", "O", "C", "O", "C", "C", "C", "H", "H", "H", "H", "H", "H", "O", "C", "O", "C", "C", "C", "H", "H", "H", "H", "H", "H", "O", "C", "O", "C", "C", "C", "H", "H", "H", "H", "H", "H", "O", "C", "O", "C", "C", "C", "H", "H", "H", "H", "H", "H"],
  "xyz": [[-2.1735, -2.5567, -4.2256], [-2.9142, -1.9803, -3.0883], [-2.2427, -2.2840, -1.7644], [-1.1278, -0.9904, -1.1932], [-1.3334, -0.9294, 0.2586], [-1.5492, 0.2263, -1.8853], [0.2311, -1.4569, -1.5754], [-2.6781, -2.3644, -5.0803], [-1.2571, -2.1293, -4.2935], [-3.0684, -0.9111, -3.1797], [-3.8991, -2.4439, -3.0940], [-3.0014, -2.3837, -0.9931], [-1.7176, -3.2339, -1.8223], [-5.4090, -0.3198, -2.7535], [-5.5810, 0.6922, -3.3650], [-4.6419, 1.6592, -3.3658], [-5.1104, 2.8447, -4.0268], [-6.2166, 2.3524, -4.9596], [-6.7762, 1.1559, -4.1817], [-5.4296, 3.5205, -3.2272], [-4.2760, 3.3005, -4.5565], [-6.9529, 3.1196, -5.1903], [-5.7806, 2.0071, -5.8987], [-7.5555, 1.4625, -3.4820], [-7.1482, 0.3493, -4.8071], [-4.9454, 4.5574, -1.3633], [-4.2214, 3.9937, -0.5755], [-4.4726, 4.0417, 0.7474], [-3.4226, 3.3686, 1.4786], [-2.7745, 2.4218, 0.4782], [-2.9589, 3.1896, -0.8284], [-2.7296, 4.1312, 1.8439], [-3.8708, 2.8630, 2.3305], [-1.7437, 2.1821, 0.7159], [-3.3211, 1.4823, 0.4287], [-2.1437, 3.8929, -1.0182], [-3.0779, 2.5322, -1.6787], [5.4044, -1.1130, 2.3142], [4.4524, -1.4181, 1.6430], [4.3986, -2.5913, 0.9865], [3.1926, -2.6535, 0.1792], [2.2333, -1.6628, 0.8109], [3.1987, -0.6147, 1.3634], [3.4546, -2.3800, -0.8441], [2.8289, -3.6773, 0.1863], [1.4968, -1.2831, 0.1085], [1.6967, -2.1355, 1.6351], [3.4442, 0.1486, 0.6221], [2.8462, -0.1342, 2.2719], [8.6325, -0.5020, 8.0578], [8.5380, -0.9650, 6.9579], [9.5444, -1.6723, 6.3886], [9.2031, -2.0209, 5.0332], [7.6830, -1.9634, 4.9713], [7.3757, -0.8652, 5.9870], [9.6716, -1.2943, 4.3659], [9.6095, -3.0064, 4.8191], [7.2966, -1.7689, 3.9727], [7.2639, -2.9100, 5.3154], [7.3910, 0.1280, 5.5357], [6.4348, -1.0077, 6.5099]],
  "atomic_forces_ev_per_a": [[0.05, -0.12, 0.22], [0.01, -0.36, -0.41], [-0.40, -0.02, -0.02], [0.78, -0.28, 0.07], [0.22, -0.01, -0.26], [0.18, 0.01, 0.10], [-0.92, 0.44, 0.14], [0.11, 0.10, -0.10], [0.01, 0.09, -0.03], [0.04, 0.14, 0.07], [-0.09, -0.06, 0.03], [-0.05, 0.16, 0.14], [0.24, 0.03, 0.04], [-0.57, -0.17, -0.13], [0.28, 0.14, 0.30], [0.24, 0.05, -0.15], [-0.11, 0.08, 0.13], [-0.05, -0.13, 0.14], [0.17, 0.19, -0.17], [-0.16, 0.05, -0.39], [0.06, -0.09, 0.05], [-0.02, 0.02, 0.06], [0.01, 0.02, 0.00], [-0.04, -0.07, 0.01], [-0.07, -0.04, 0.08], [0.32, -0.23, 0.31], [-0.07, 0.20, -0.32], [-0.01, -0.04, 0.20], [0.09, -0.10, 0.03], [-0.10, 0.16, -0.08], [-0.20, -0.07, 0.22], [0.00, 0.00, -0.02], [-0.09, 0.05, -0.01], [0.06, -0.02, -0.03], [0.03, -0.07, -0.01], [-0.01, -0.02, -0.05], [0.08, -0.04, -0.23], [0.02, -0.02, 0.11], [0.10, 0.14, -0.08], [-0.03, -0.06, -0.04], [-0.14, 0.00, -0.07], [0.05, 0.19, 0.17], [-0.14, -0.34, 0.06], [0.01, 0.03, 0.00], [0.09, -0.03, 0.04], [0.00, -0.06, -0.07], [-0.01, -0.03, 0.00], [0.00, 0.05, 0.02], [0.10, 0.13, -0.02], [-0.01, -0.06, 0.00], [-0.04, 0.18, 0.01], [0.03, -0.05, -0.03], [-0.06, -0.02, -0.10], [-0.08, 0.07, -0.03], [0.09, -0.34, -0.06], [-0.02, 0.02, 0.00], [0.05, 0.00, 0.08], [0.00, 0.04, 0.01], [0.01, -0.01, 0.00], [-0.04, 0.03, 0.02], [-0.02, 0.15, 0.04]],
  "max_force_ev_per_a": 1.03,
  "charge": -1,
  "e_homo_ev": -5.7
}